[1]
C5H9N in the gas phase in a non-equilibrium geometry. Source: OMol25; level of theory: ωB97M-V/def2-TZVPD.

The calculation puts the energy relative to the best compared isomer or geometry (same formula, charge and spin) at 52.8 kcal/mol. As for the SMILES: C=C[C@H]1N[C@@H]1C. For the HOMO-LUMO gap, the calculation gives 10.29 eV. The value obtained for the LUMO energy is 1.1217 eV.

ORCA input file:
```
! RIJCOSX wB97M-V def2-TZVPD def2/J DEFGRID3
* xyz 0 1
C -2.221 -0.280 -0.168
C -0.743 0.181 -0.393
C 0.302 -0.154 0.583
C 1.695 -0.525 0.294
C 2.551 0.225 -0.405
H -2.319 -1.286 -0.509
H -2.679 -0.161 0.854
H -2.944 0.183 -0.972
H -0.441 0.265 -1.434
H -0.724 1.480 1.139
H 0.004 -0.720 1.455
H 1.825 -1.677 0.381
H 2.267 1.271 -0.530
H 3.584 -0.051 -0.635
N -0.156 1.250 0.343
*
```

***

[2]
A molecular structure, C5H9N. Source: OMol25; level of theory: ωB97M-V/def2-TZVPD.

The calculation puts the energy relative to the best compared isomer or geometry (same formula, charge and spin) at 165.7 kcal/mol. For the HOMO-LUMO gap (spin up / spin down), the calculation gives 6.95 / 6.96 eV. The value obtained for the LUMO energy (spin up / spin down) is 0.3576 / 0.3574 eV.

ORCA input file:
```
! RIJCOSX wB97M-V def2-TZVPD def2/J DEFGRID3
* xyz 0 1
C -0.721 1.295 -0.240
N -0.362 0.024 0.460
C 1.084 -0.449 0.214
C 2.085 0.489 0.039
H -0.588 0.128 1.459
H 1.288 -1.249 0.919
H -0.138 2.110 0.180
H -1.787 1.458 -0.107
H -0.495 1.162 -1.296
H 1.966 1.355 -0.599
H 3.100 0.209 0.284
C -1.036 -1.125 -0.176
C -2.134 -1.694 -0.026
H -2.740 -2.510 -0.363
H 0.477 -1.204 -0.749
*
```

***

[3]
2 unconnected molecules or ions with the total composition C5H9N. Source: OMol25; level of theory: ωB97M-V/def2-TZVPD.

The calculation puts the energy relative to the best compared isomer or geometry (same formula, charge and spin) at 70.8 kcal/mol. As for the SMILES: C1=NC1.C=CC. For the HOMO-LUMO gap, the calculation gives 10.53 eV. The value obtained for the LUMO energy is 1.0982 eV.

ORCA input file:
```
! RIJCOSX wB97M-V def2-TZVPD def2/J DEFGRID3
* xyz 0 1
C 1.262 -0.846 -0.924
C 0.619 1.392 -1.843
C 1.133 0.646 -0.871
N -0.882 0.536 1.451
C -1.470 -0.498 2.394
C -1.668 -0.311 0.972
H 0.847 -1.250 -1.854
H 2.313 -1.152 -0.859
H 0.562 2.471 -1.750
H 0.253 0.953 -2.770
H 1.480 1.130 0.041
H -0.784 -1.261 2.747
H -2.191 -0.141 3.129
H -2.117 -0.568 0.020
H 0.733 -1.305 -0.082
*
```